Entry 1:
DFT (ωB97M-V/def2-TZVPD) results for 4 unconnected molecules or ions with the total composition C22H49Cl2FN3O6P.

Its SMILES is C[C@H](Cl)[C@H](Cl)[C@@]1(CCF)OC(=O)O[C@@H]1P(C)C.COC[C@@H](C)N.COC[C@@H](C)N.COC[C@@H](C)N. The HOMO energy is -9.06 eV.

Positions of all 84 atoms, in Å:
C  -2.114  2.447  2.109
C  -0.748  2.259  1.462
Cl  -0.979  1.323  -0.063
C  0.246  1.534  2.372
Cl  0.394  2.550  3.858
C  1.697  1.271  1.871
C  2.386  2.574  1.436
C  3.679  2.944  2.170
F  3.610  4.279  2.557
O  2.366  0.638  2.994
C  2.127  -0.695  2.937
O  2.317  -1.443  3.830
O  1.589  -1.021  1.743
C  1.787  0.115  0.865
P  3.362  -0.011  -0.150
C  3.005  -1.659  -0.902
C  4.626  -0.502  1.090
H  -2.460  1.514  2.561
H  -2.841  2.734  1.348
H  -2.078  3.226  2.870
H  -0.333  3.223  1.161
H  -0.202  0.593  2.702
H  2.576  2.514  0.361
H  1.712  3.418  1.597
H  4.552  2.849  1.518
H  3.826  2.350  3.070
H  1.002  0.124  0.108
H  2.876  -1.556  -1.981
H  3.841  -2.339  -0.728
H  2.111  -2.121  -0.481
H  4.894  0.348  1.723
H  4.337  -1.340  1.729
H  5.516  -0.790  0.523
C  -4.879  2.894  5.273
O  -5.031  2.518  3.918
C  -6.361  2.303  3.484
C  -7.107  3.572  3.058
C  -7.543  4.457  4.220
N  -6.353  4.380  2.098
H  -5.628  2.405  5.905
H  -4.953  3.975  5.412
H  -3.888  2.571  5.591
H  -6.279  1.646  2.614
H  -6.924  1.763  4.257
H  -8.011  3.227  2.545
H  -6.701  5.017  4.629
H  -8.279  5.184  3.878
H  -7.987  3.868  5.025
H  -6.176  3.844  1.255
H  -5.437  4.577  2.493
C  6.249  -4.148  -0.893
O  5.339  -3.954  -1.959
C  5.921  -3.683  -3.221
C  6.356  -4.925  -4.006
C  7.624  -5.584  -3.477
N  5.300  -5.933  -4.109
H  7.132  -3.510  -1.006
H  6.574  -5.188  -0.812
H  5.734  -3.878  0.029
H  5.143  -3.171  -3.793
H  6.762  -2.986  -3.103
H  6.564  -4.574  -5.023
H  7.425  -6.156  -2.570
H  8.019  -6.279  -4.217
H  8.395  -4.844  -3.252
H  4.494  -5.545  -4.589
H  4.975  -6.158  -3.173
C  -4.426  0.347  -5.458
O  -3.770  0.921  -4.346
C  -3.979  0.269  -3.108
C  -3.033  -0.906  -2.837
C  -3.348  -2.161  -3.643
N  -1.625  -0.552  -3.025
H  -5.408  -0.048  -5.176
H  -3.843  -0.457  -5.913
H  -4.564  1.135  -6.196
H  -3.803  1.031  -2.344
H  -5.026  -0.053  -3.026
H  -3.161  -1.151  -1.777
H  -3.020  -2.058  -4.679
H  -2.822  -3.016  -3.221
H  -4.418  -2.378  -3.642
H  -1.387  0.204  -2.392
H  -1.515  -0.164  -3.958

---

Entry 2:
DFT (ωB97M-V/def2-TZVPD) results for a molecular structure, C49H50BeGe2S7.

The HOMO energy is -1.66 eV. Its energy relative to the best compared isomer or geometry (same formula, charge and spin) is 0.0 kcal/mol. The charge is -2.

Positions of all 109 atoms, in Å:
Be  2.321  2.629  -0.763
S  2.887  5.870  -3.341
C  2.778  4.498  -2.388
S  3.666  4.269  -0.920
S  1.690  3.196  -2.718
C  -2.271  5.084  -4.457
C  -2.519  4.385  -3.151
C  -2.338  5.053  -1.945
C  -2.524  4.423  -0.724
C  -2.357  5.207  0.552
C  -2.881  3.062  -0.701
C  -3.099  2.384  -1.905
C  -3.605  0.960  -1.934
C  -2.904  3.054  -3.109
C  -3.179  2.413  0.615
C  -4.473  2.581  1.104
C  -4.858  2.044  2.318
C  -3.945  1.314  3.052
C  -2.645  1.106  2.585
C  -2.242  1.657  1.356
Ge  -0.402  1.348  0.624
S  0.872  3.088  0.764
S  -0.374  0.389  -1.423
Ge  1.499  -0.536  -0.535
S  3.256  0.729  -0.582
S  0.609  -0.471  1.564
C  1.884  -2.369  -1.260
C  2.438  -3.371  -0.445
C  2.752  -4.617  -0.988
C  2.515  -4.891  -2.323
C  1.978  -3.906  -3.134
C  1.668  -2.647  -2.624
C  1.102  -1.628  -3.560
C  -0.268  -1.604  -3.840
C  -1.229  -2.611  -3.249
C  -0.776  -0.594  -4.653
C  0.041  0.386  -5.189
C  -0.517  1.550  -5.962
C  1.412  0.297  -4.966
C  1.961  -0.704  -4.179
C  3.453  -0.771  -3.996
C  2.794  -3.143  0.987
C  3.993  -2.499  1.307
C  4.921  -1.960  0.246
C  4.320  -2.314  2.647
C  3.498  -2.758  3.668
C  3.852  -2.491  5.106
C  2.319  -3.416  3.331
C  1.952  -3.612  2.009
C  0.652  -4.295  1.671
C  -1.811  0.257  3.495
C  -1.021  0.833  4.494
C  -0.787  2.319  4.532
C  -0.445  0.006  5.458
C  -0.637  -1.367  5.453
C  -0.101  -2.238  6.559
C  -1.368  -1.926  4.411
C  -1.951  -1.137  3.431
C  -2.686  -1.769  2.277
H  -2.476  6.153  -4.383
H  -2.870  4.654  -5.265
H  -1.213  4.984  -4.715
H  -2.034  6.096  -1.961
H  -2.348  6.277  0.341
H  -1.403  4.946  1.019
H  -3.153  4.992  1.267
H  -3.498  0.476  -0.965
H  -3.048  0.377  -2.670
H  -4.664  0.938  -2.212
H  -3.056  2.516  -4.042
H  -5.181  3.149  0.509
H  -5.866  2.191  2.690
H  -4.225  0.887  4.010
H  3.193  -5.369  -0.340
H  2.760  -5.865  -2.731
H  1.790  -4.102  -4.185
H  -0.711  -3.388  -2.692
H  -1.822  -3.084  -4.037
H  -1.915  -2.109  -2.562
H  -1.849  -0.552  -4.829
H  -1.591  1.442  -6.128
H  -0.022  1.661  -6.929
H  -0.345  2.468  -5.392
H  2.066  1.051  -5.393
H  3.960  -0.239  -4.804
H  3.811  -1.803  -3.973
H  3.736  -0.296  -3.053
H  4.674  -2.350  -0.739
H  5.960  -2.214  0.475
H  4.834  -0.872  0.196
H  5.240  -1.790  2.895
H  4.916  -2.276  5.214
H  3.606  -3.344  5.742
H  3.294  -1.627  5.477
H  1.641  -3.742  4.116
H  0.107  -4.557  2.580
H  0.821  -5.200  1.081
H  0.022  -3.625  1.078
H  -1.721  2.874  4.416
H  -0.130  2.625  3.712
H  -0.311  2.615  5.468
H  0.159  0.461  6.238
H  0.620  -1.699  7.173
H  0.385  -3.130  6.162
H  -0.917  -2.569  7.207
H  -1.485  -3.006  4.357
H  -2.560  -2.853  2.285
H  -2.293  -1.381  1.333
H  -3.753  -1.537  2.309